Record 1
{
  "formula": "C15H21Cl2NO2S2",
  "method": "the ωB97M-V functional and the def2-TZVPD basis",
  "species": ["C", "C", "C", "C", "H", "H", "S", "N", "S", "O", "O", "C", "C", "C", "C", "C", "C", "H", "H", "C", "H", "H", "H", "H", "H", "C", "C", "C", "C", "H", "H", "Cl", "Cl", "H", "H", "H", "H", "H", "H", "H", "H", "H", "H"],
  "xyz": [[-4.475219, 1.670962, 1.598961], [-4.102408, 2.037883, 0.128998], [-3.983876, 0.753337, -0.683611], [-2.616999, -0.102481, -0.286558], [-2.340087, -0.952864, -0.965855], [-2.576375, -0.502872, 0.772333], [-0.987299, 0.663720, -0.556337], [-0.014044, -0.093007, -1.318885], [0.541652, -1.349590, -0.360860], [-0.456432, -1.799860, 0.654643], [1.581819, -1.007883, 0.330448], [0.845289, -2.629774, -1.634009], [2.215909, -2.351333, -2.320324], [2.193516, -3.388874, -3.235832], [1.469497, -4.397174, -3.558068], [0.349310, -4.731268, -2.570188], [0.203911, -3.663430, -1.555964], [-0.749896, -3.835767, -0.941818], [-0.454765, -5.326836, -2.780718], [1.659575, -5.555899, -4.471216], [1.355449, -5.067812, -5.587798], [1.135648, -6.602300, -4.293268], [2.666188, -5.667927, -4.628750], [3.098073, -3.425501, -3.799192], [2.534774, -1.466820, -2.328484], [-0.690205, 1.298033, 1.134883], [0.881294, 1.880389, 1.158896], [0.829884, 3.050735, 2.010099], [0.924619, 3.128159, 0.622513], [1.821241, 3.469263, 0.116516], [-0.086828, 3.819733, 0.166347], [2.602865, 3.146381, 2.706447], [-0.323335, 3.640180, 3.111670], [1.635979, 1.151454, 0.955387], [-0.583478, 0.256746, 1.636220], [-1.635747, 1.898010, 1.492807], [-3.768794, 0.975222, -1.922302], [-4.802140, -0.185646, -0.410202], [-4.940809, 2.443016, -0.442012], [-3.308336, 2.368700, -0.041188], [-5.324531, 1.065560, 1.760151], [-4.703618, 2.373514, 2.099941], [-3.619663, 1.058849, 2.010166]],
  "forces_ev_per_a": [[4.8, -8.6, -6.7], [-13.6, -7.8, 1.8], [2.1, -4.5, -1.8], [0.2, -0.9, 0.3], [-1.4, 0.3, 0.5], [-0.5, 0.3, -1.2], [-7.9, 8.9, 2.4], [5.4, -5.6, -1.7], [-12.7, -5.7, -5.3], [-0.6, 0.1, -2.6], [13.9, 4.5, 6.3], [9.2, 11.4, 2.0], [-10.2, -9.6, 0.6], [7.4, 4.9, -0.6], [-8.9, -7.9, 4.5], [4.5, 6.3, -0.8], [-8.0, -11.4, -1.5], [1.7, 0.8, -0.4], [-1.5, -2.1, -0.2], [-2.5, 1.1, -4.0], [0.4, -1.8, 2.6], [0.9, 2.7, -0.1], [2.7, -0.9, -0.3], [1.0, 0.4, -1.1], [3.5, 6.7, 0.0], [2.2, -3.2, 0.5], [-6.6, -5.1, 0.9], [4.9, 0.0, 3.9], [-2.7, 8.4, -6.4], [-0.1, 0.2, 0.3], [2.8, -2.7, 0.8], [-1.1, 0.5, 0.2], [-0.4, 0.0, 0.0], [0.3, -0.3, 0.7], [-0.6, 2.0, 0.2], [2.3, -0.9, -0.9], [-1.2, -0.7, 3.5], [1.8, 3.1, -1.3], [0.2, 1.2, 0.6], [11.9, 6.5, -1.8], [-1.1, -1.2, -0.9], [-2.0, 9.8, 6.8], [-0.9, 0.9, 0.0]],
  "lowdin_charge": [-0.032, -0.221, -0.202, -0.354, 0.076, 0.082, 0.836, -0.461, 0.505, -0.355, -0.223, -0.284, 0.111, -0.136, -0.287, 0.091, -0.131, 0.153, 0.068, -0.069, 0.148, 0.126, 0.021, 0.117, 0.031, -0.261, -0.359, -1.136, -0.269, 0.114, 0.214, 0.524, 0.717, 0.116, 0.095, 0.099, 0.167, 0.172, 0.120, -0.045, 0.075, -0.048, 0.095],
  "homo_energy_ha": -0.318,
  "gap_ev": 8.3811,
  "total_charge": 0
}

Record 2
{
  "formula": "C19H20N2O5",
  "method": "the ωB97M-V functional and the def2-TZVPD basis",
  "species": ["C", "O", "C", "C", "C", "C", "C", "O", "N", "C", "C", "O", "N", "C", "C", "C", "O", "C", "C", "C", "C", "C", "C", "O", "C", "C", "H", "H", "H", "H", "H", "H", "H", "H", "H", "H", "H", "H", "H", "H", "H", "H", "H", "H", "H", "H"],
  "xyz": [[-5.976241, -1.620130, -0.151820], [-5.483273, -0.464149, -0.787668], [-4.310813, 0.065249, -0.361305], [-3.887376, 1.220398, -1.026388], [-2.707636, 1.840113, -0.682520], [-1.910699, 1.322307, 0.339580], [-0.629244, 1.919321, 0.781938], [-0.114260, 1.622287, 1.854911], [-0.057572, 2.821970, -0.048510], [1.172587, 3.507088, 0.289893], [2.408252, 2.642233, -0.007826], [3.228768, 2.930264, -0.854229], [2.464885, 1.551621, 0.775024], [3.418328, 0.496442, 0.534496], [3.202048, -0.144737, -0.853511], [3.994683, -1.449008, -0.969767], [3.559026, -2.382782, -0.007338], [2.191418, -2.495850, 0.057690], [1.644567, -3.600630, 0.696243], [0.273446, -3.762331, 0.755250], [-0.561143, -2.828996, 0.162213], [-0.027670, -1.716527, -0.458671], [1.347774, -1.529913, -0.497638], [1.830917, -0.396510, -1.097342], [-2.347434, 0.182958, 1.010352], [-3.527684, -0.446782, 0.669944], [-6.167016, -1.442916, 0.911118], [-5.288249, -2.463923, -0.263787], [-6.914805, -1.852968, -0.651938], [-4.513750, 1.613020, -1.811755], [-2.429594, 2.745307, -1.201852], [-0.371656, 2.889012, -1.001970], [1.148905, 3.734117, 1.359681], [1.237155, 4.431089, -0.285561], [1.679105, 1.376388, 1.398067], [3.308038, -0.251899, 1.320544], [4.432586, 0.906676, 0.560530], [3.504072, 0.567821, -1.626249], [3.859324, -1.861181, -1.979389], [5.056314, -1.283692, -0.782678], [2.316839, -4.321794, 1.132984], [-0.141346, -4.624592, 1.254012], [-1.631756, -2.960222, 0.187477], [-0.658789, -0.971583, -0.916463], [-1.733787, -0.206911, 1.808138], [-3.828173, -1.328448, 1.213213]],
  "forces_ev_per_a": [[-0.1, -0.2, 0.1], [0.2, 0.3, -0.1], [0.1, 0.2, 0.0], [-0.2, -0.1, -0.1], [0.1, -0.1, 0.1], [-0.3, -0.3, 0.1], [0.0, 0.2, -0.1], [-0.1, 0.0, 0.2], [0.0, 0.1, -0.2], [0.2, 0.0, 0.0], [-0.5, 0.3, 0.5], [0.3, 0.1, -0.4], [0.1, -0.3, 0.3], [-0.1, 0.0, -0.5], [0.7, -0.1, 0.2], [-0.1, 0.5, -0.4], [-0.3, -0.2, 0.3], [0.0, 0.0, -0.1], [0.1, 0.2, -0.1], [0.0, -0.1, 0.0], [-0.1, 0.0, 0.0], [0.2, 0.0, 0.0], [0.0, 0.0, 0.0], [-0.3, -0.2, -0.1], [0.2, 0.3, -0.1], [-0.3, -0.2, -0.1], [0.0, 0.0, 0.0], [0.0, 0.0, 0.0], [0.1, 0.0, 0.1], [-0.1, 0.1, -0.1], [0.0, 0.1, 0.0], [0.0, -0.1, 0.1], [0.0, 0.1, -0.1], [0.1, -0.1, 0.1], [0.1, 0.1, -0.1], [0.0, 0.1, 0.0], [0.0, -0.1, 0.0], [0.0, -0.2, 0.1], [0.1, 0.0, 0.1], [-0.1, 0.0, -0.1], [0.1, -0.1, 0.0], [0.0, -0.1, 0.0], [-0.1, 0.0, 0.0], [-0.1, 0.1, -0.1], [0.0, 0.0, 0.0], [-0.1, -0.1, 0.0]],
  "lowdin_charge": [-0.081, -0.075, -0.268, 0.007, -0.020, -0.149, -0.437, 0.042, 0.090, -0.068, -0.480, 0.065, 0.088, -0.090, -0.265, -0.115, -0.027, -0.203, -0.002, -0.092, -0.093, -0.002, -0.189, 0.010, -0.023, -0.009, 0.097, 0.095, 0.095, 0.120, 0.110, 0.136, 0.133, 0.129, 0.107, 0.136, 0.137, 0.153, 0.143, 0.139, 0.119, 0.100, 0.095, 0.115, 0.124, 0.106],
  "homo_energy_ha": -0.306,
  "gap_ev": 8.9710,
  "total_charge": 0
}

Record 3
{
  "formula": "C6H8N",
  "method": "the ωB97M-V functional and the def2-TZVPD basis",
  "species": ["C", "C", "C", "C", "C", "C", "N", "H", "H", "H", "H", "H", "H", "H", "H"],
  "xyz": [[0.344104, -1.408731, 0.171143], [-1.184611, 1.167900, -0.014825], [1.032180, -0.239324, -0.049055], [-2.044388, -0.059640, 0.278730], [-0.875338, -0.800537, -0.499284], [2.357627, 0.456545, -0.100703], [-0.199603, 0.453312, -0.526899], [0.360225, -2.161935, 0.950704], [-1.296925, 2.280967, 0.353736], [-2.048019, -0.317301, 1.301156], [-2.939612, -0.027641, -0.301318], [-1.301407, -1.294655, -1.447964], [2.658190, 0.828050, -1.129233], [2.975655, -0.267551, 0.447657], [2.161923, 1.390540, 0.566154]],
  "forces_ev_per_a": [[-1.5, 0.2, 0.6], [-4.3, 4.8, 3.7], [-0.6, 3.9, -1.7], [1.7, 0.2, -0.6], [-3.4, -2.2, -1.1], [-1.4, 0.3, 1.8], [7.9, -3.2, -3.2], [0.5, -0.3, -0.4], [0.6, -2.5, -1.2], [-0.9, -0.4, 1.2], [-1.1, -0.2, 0.3], [1.3, 0.9, 1.1], [-0.3, -0.9, 1.3], [0.9, 0.8, -0.6], [0.7, -1.3, -1.0]],
  "mulliken_spin": [0.361, 0.878, 0.216, -0.002, 0.034, 0.002, 0.409, 0.006, 0.003, 0.037, 0.033, 0.004, 0.005, 0.002, 0.009],
  "s_squared": 2.014,
  "homo_energy_ha": [-0.442, -0.560],
  "spin_multiplicity": 3,
  "gap_ev": [7.5577, 7.2398],
  "total_charge": 1
}

Record 4
{
  "formula": "C28H40F5KN6O3Te",
  "method": "the ωB97M-V functional and the def2-TZVPD basis",
  "species": ["K", "C", "C", "C", "C", "C", "N", "C", "C", "C", "N", "C", "C", "C", "C", "C", "C", "C", "C", "N", "C", "C", "C", "N", "C", "C", "C", "C", "O", "C", "O", "H", "H", "H", "H", "H", "H", "H", "H", "H", "H", "H", "H", "H", "H", "H", "H", "H", "H", "H", "H", "H", "H", "H", "H", "H", "H", "H", "H", "N", "C", "C", "C", "C", "N", "H", "H", "H", "H", "H", "H", "H", "H", "H", "H", "H", "H", "F", "Te", "F", "F", "F", "F", "O"],
  "xyz": [[-0.648010, 0.979871, 0.026451], [5.148350, -0.141824, -5.192201], [4.287733, 0.188910, -4.003221], [4.799209, 0.440265, -2.771546], [3.973548, 0.722641, -1.640657], [4.663568, 0.971092, -0.447499], [4.342264, 0.905498, 0.825207], [3.138566, 0.433678, 1.513392], [2.897274, -1.045783, 1.238667], [1.880202, -1.645822, 2.200119], [1.788320, -3.089949, 1.973035], [0.755964, -3.912882, 1.853190], [-0.594790, -3.724923, 1.588029], [-1.443766, -4.867963, 1.788672], [-2.780874, -4.822961, 1.590283], [-3.685079, -6.001918, 1.827144], [-3.341811, -3.583279, 1.141889], [-2.596530, -2.485093, 0.861303], [-3.233757, -1.218695, 0.389155], [-3.232180, -0.759476, -0.789005], [-2.549088, -1.521508, -1.835067], [-2.528876, -0.737277, -3.141532], [-1.706909, 0.547560, -3.076265], [-0.335001, 0.273151, -2.679326], [0.583019, 0.705132, -3.427409], [2.023760, 0.573170, -3.121616], [2.877713, 0.282922, -4.144768], [2.539511, 0.854077, -1.788634], [1.813434, 1.265133, -0.857292], [-1.151896, -2.502253, 1.037155], [-0.450483, -1.534315, 0.697158], [6.204031, -0.145079, -4.921399], [5.011958, 0.584899, -5.995744], [4.905490, -1.125923, -5.599333], [5.875229, 0.408977, -2.625050], [5.709555, 1.236649, -0.580868], [5.071958, 1.213158, 1.446443], [2.286147, 1.049548, 1.234007], [3.346553, 0.585103, 2.574064], [3.846112, -1.584713, 1.351395], [2.551598, -1.189275, 0.213110], [0.901816, -1.199809, 2.074114], [2.203966, -1.504139, 3.236414], [2.674369, -3.560967, 2.073153], [1.053251, -4.950033, 1.988945], [-0.981301, -5.787467, 2.136379], [-3.115743, -6.877878, 2.136443], [-4.240204, -6.264344, 0.923983], [-4.418985, -5.786715, 2.607391], [-4.419235, -3.534531, 1.004612], [-3.760865, -0.634692, 1.147282], [-3.080342, -2.466380, -1.988337], [-1.527495, -1.762004, -1.528307], [-3.554702, -0.482907, -3.418779], [-2.127804, -1.377531, -3.932685], [-2.147283, 1.219056, -2.327728], [-1.752622, 1.079623, -4.035900], [0.346677, 1.213493, -4.373435], [2.452402, 0.131342, -5.134429], [-0.826492, 1.135344, 3.342112], [-2.081775, 1.645329, 3.910303], [-3.008829, 2.140789, 2.812302], [-2.637962, 3.523544, 2.282133], [-3.423037, 3.886111, 1.030629], [-2.970859, 3.055326, -0.095556], [-0.176583, 0.921707, 4.090866], [-0.361516, 1.862914, 2.802489], [-1.921456, 2.459449, 4.630539], [-2.556325, 0.826941, 4.457022], [-4.037283, 2.166648, 3.186243], [-2.997500, 1.419754, 1.989783], [-1.570360, 3.578831, 2.046825], [-2.819721, 4.270429, 3.060584], [-3.323873, 4.957408, 0.827262], [-4.485466, 3.684772, 1.198426], [-2.052218, 3.397359, -0.370285], [-3.546355, 3.231842, -0.911872], [-0.282101, 5.016313, -0.291565], [1.198655, 3.827465, -0.170597], [1.895250, 4.425805, -1.784439], [3.007025, 3.305837, 0.115889], [1.856787, 5.383509, 0.645335], [-0.045939, 2.952515, -1.373473], [0.620001, 2.889452, 1.248491]],
  "forces_ev_per_a": [[-0.5, -0.6, 0.2], [0.0, 0.0, 0.0], [0.0, 0.0, -0.1], [0.0, 0.0, 0.0], [-0.2, 0.0, 0.0], [0.1, -0.1, 0.0], [0.0, 0.1, 0.1], [0.1, -0.1, 0.0], [0.0, 0.0, 0.0], [0.0, 0.0, 0.0], [0.1, 0.0, 0.0], [0.0, 0.0, 0.0], [0.0, 0.1, 0.0], [0.0, 0.0, 0.0], [0.0, -0.1, 0.0], [0.0, 0.0, 0.0], [0.0, 0.0, 0.0], [-0.1, -0.1, 0.0], [0.0, 0.0, 0.0], [0.1, 0.0, 0.0], [0.0, 0.0, 0.0], [0.0, 0.0, 0.0], [-0.1, -0.1, 0.0], [-0.1, 0.2, 0.0], [0.1, -0.1, 0.0], [0.0, 0.0, 0.0], [0.0, 0.0, 0.0], [0.1, -0.1, -0.1], [0.0, -0.4, 0.0], [0.1, -0.1, 0.1], [-0.1, 0.0, -0.2], [0.0, 0.0, 0.0], [0.0, 0.0, 0.0], [0.0, 0.0, 0.0], [0.0, 0.0, 0.0], [0.0, -0.1, 0.0], [0.0, 0.0, 0.0], [0.0, 0.0, 0.0], [0.0, 0.0, 0.0], [0.0, 0.0, -0.1], [0.0, 0.0, 0.0], [0.0, 0.0, 0.0], [0.0, 0.0, 0.0], [0.0, 0.0, 0.0], [0.0, 0.0, 0.0], [0.0, 0.0, 0.0], [0.0, 0.0, 0.0], [0.0, 0.0, 0.0], [0.0, 0.0, 0.0], [0.0, 0.0, 0.0], [0.0, 0.0, 0.0], [0.0, 0.0, 0.0], [0.0, 0.0, 0.0], [0.0, 0.0, 0.0], [0.0, 0.0, 0.0], [0.0, -0.1, 0.0], [0.0, 0.0, 0.0], [0.0, 0.0, 0.0], [0.0, 0.0, 0.0], [0.2, 0.1, 0.0], [0.0, 0.0, 0.0], [0.0, 0.0, 0.0], [0.0, 0.0, 0.0], [-0.1, -0.1, 0.0], [0.3, 0.2, -0.1], [0.0, -0.1, 0.0], [0.0, 0.1, 0.0], [0.0, 0.0, 0.0], [0.0, 0.0, 0.0], [0.0, 0.0, 0.0], [0.0, 0.0, 0.0], [0.0, 0.0, 0.0], [0.0, 0.0, 0.0], [0.0, 0.0, 0.0], [0.0, 0.0, 0.0], [0.0, 0.1, 0.0], [-0.1, -0.1, 0.1], [0.0, 0.0, 0.0], [-0.6, 0.9, 0.8], [-0.1, 0.0, -0.1], [0.0, -0.1, -0.2], [0.2, -0.1, 0.1], [0.5, -0.1, -0.2], [0.2, 0.2, -0.3]],
  "lowdin_charge": [0.722, -0.057, -0.275, -0.006, -0.111, -0.021, 0.069, -0.147, -0.146, -0.159, 0.057, -0.019, -0.112, -0.014, -0.276, -0.058, 0.029, -0.119, -0.131, 0.077, -0.224, -0.175, -0.235, 0.026, -0.111, -0.091, 0.021, -0.301, -0.176, -0.318, -0.093, 0.073, 0.080, 0.079, 0.117, 0.142, 0.150, 0.087, 0.134, 0.119, 0.122, 0.096, 0.133, 0.143, 0.135, 0.115, 0.073, 0.080, 0.080, 0.131, 0.118, 0.124, 0.105, 0.111, 0.112, 0.092, 0.114, 0.134, 0.127, 0.011, -0.282, -0.214, -0.203, -0.273, 0.002, 0.067, 0.014, 0.109, 0.103, 0.114, 0.079, 0.087, 0.117, 0.108, 0.110, 0.020, 0.075, -0.395, 1.822, -0.344, -0.376, -0.389, -0.463, -0.651],
  "homo_energy_ha": -0.286,
  "gap_ev": 7.3354,
  "total_charge": 0
}

Q: Which energy relative to the best compared isomer or geometry (same formula, charge and spin) values were calculated for the entries above? A: 335.1, 30.2, 60.5, 40.9, in kcal per mole.
Q: Which max |F| values were calculated for the entries above? A: 0.3093, 0.0145, 0.1765, 0.0267, in hartree/bohr.